1.
# CH6S2

A 2-piece molecular cluster, CH6S2 overall at a distorted geometry (wB97M-V/def2-TZVPD, the OMol25 dataset).

Positions of all 9 atoms, in Å:
S -0.3627 -1.1598 1.9534
H -1.0482 -1.7537 0.9681
H 0.4285 -0.6298 1.0262
C 1.3589 0.2645 -1.2678
S -0.3427 1.1247 -1.1838
H 1.7489 0.4664 -0.2799
H 1.1064 -0.7632 -1.4958
H 1.9758 0.6525 -2.0715
H -0.7363 0.4569 -2.2473

The value obtained for the molar mass is 82.19 Da. The value obtained for the HOMO energy is -0.3365 Ha. The energy above the lowest of the compared OMol25 structures with the same formula, charge and spin comes out at 0.422 eV. Its LUMO energy is 0.761 eV. The orbital gap is 9.9165 eV.

Charges per atom according to Mulliken partitioning, unit e: S -0.211; H 0.144; H 0.043; C -0.802; S -0.150; H 0.229; H 0.312; H 0.316; H 0.118

2.
# C24H64O8

A 8-piece molecular cluster, C24H64O8 overall at a distorted geometry (wB97M-V/def2-TZVPD, the OMol25 dataset).

Positions of all 96 atoms, in Å:
C 24.5195 0.7091 3.4701
C 24.0833 2.1680 3.5062
C 25.2796 3.1019 3.5756
O 23.3875 2.4564 2.2996
H 25.0235 0.4649 2.5355
H 23.6187 0.0808 3.4750
H 25.0567 0.4266 4.3774
H 23.4685 2.3288 4.4016
H 25.8705 3.0328 2.6622
H 25.8805 2.8675 4.4581
H 24.9695 4.1438 3.6900
H 22.8383 1.6802 2.0830
C 23.3834 5.9121 1.2341
C 21.9430 5.6445 1.6403
C 20.9966 6.6716 1.0593
O 21.5430 4.3654 1.1476
H 23.4570 5.9424 0.1440
H 24.0778 5.1973 1.6681
H 23.6932 6.9272 1.5204
H 21.8468 5.6696 2.7345
H 21.1015 6.7120 -0.0247
H 21.2251 7.6552 1.4774
H 19.9657 6.4509 1.3356
H 22.1324 3.7127 1.5516
C 28.3697 5.5894 3.5775
C 29.8677 5.7504 3.4099
C 30.3772 7.0899 3.8589
O 30.5446 4.7674 4.2048
H 28.1489 5.6266 4.6493
H 28.0354 4.6183 3.2123
H 27.8005 6.3988 3.1165
H 30.1661 5.5734 2.3673
H 31.4399 7.2372 3.6674
H 30.2757 7.1732 4.9490
H 29.8260 7.9426 3.4587
H 30.3583 3.9014 3.8142
C 28.3756 0.4212 2.6034
C 29.2402 1.1012 3.6484
C 30.1724 0.1140 4.3392
O 30.0324 2.1539 3.0957
H 27.9405 1.1833 1.9481
H 27.5386 -0.1187 3.0466
H 28.9208 -0.2629 1.9471
H 28.5686 1.5251 4.3956
H 30.7671 0.6079 5.1136
H 30.9229 -0.2891 3.6545
H 29.6262 -0.6831 4.8446
H 30.5313 1.8038 2.3510
C 21.9327 -1.7009 0.8233
C 21.6102 -0.2933 0.3824
C 20.3014 -0.2089 -0.3826
O 21.5664 0.5857 1.5057
H 22.8440 -1.7006 1.4240
H 22.0557 -2.3740 -0.0241
H 21.1278 -2.0658 1.4682
H 22.3908 0.1116 -0.2668
H 19.4799 -0.6063 0.2239
H 20.3069 -0.8274 -1.2840
H 20.0835 0.8190 -0.6649
H 20.7080 0.5146 1.9576
C 20.5286 1.4225 4.6113
C 19.2821 0.6045 4.4039
C 18.0076 1.4017 4.6239
O 19.2998 0.1189 3.0457
H 20.5020 2.3698 4.0654
H 21.4174 0.8596 4.3232
H 20.6208 1.7253 5.6575
H 19.2774 -0.2695 5.0648
H 17.9729 1.8526 5.6148
H 17.1412 0.7422 4.5232
H 17.9256 2.1565 3.8422
H 18.6933 -0.6220 2.9606
C 22.7234 -2.3899 4.8356
C 21.5059 -2.0854 5.6796
C 20.2600 -2.8291 5.2322
O 21.8424 -2.4127 7.0440
H 23.6025 -1.9841 5.3309
H 22.6011 -1.9032 3.8648
H 22.8181 -3.4570 4.6346
H 21.3045 -1.0052 5.6711
H 19.4087 -2.5831 5.8693
H 20.4312 -3.9058 5.2382
H 19.9955 -2.5422 4.2092
H 21.1628 -2.0489 7.6177
C 25.0531 0.3163 7.7544
C 26.4344 -0.3036 7.9406
C 27.2591 -0.1493 6.6756
O 27.0955 0.3014 9.0493
H 24.4884 0.3126 8.6848
H 24.4553 -0.2371 7.0211
H 25.1465 1.3286 7.3499
H 26.3439 -1.3616 8.1848
H 27.5041 0.9068 6.4984
H 26.7735 -0.5552 5.7888
H 28.2567 -0.5846 6.7847
H 27.1860 1.2415 8.8626

The value obtained for the molar mass is 480.77 Da. The value obtained for the HOMO energy is -0.3482 Ha. The energy above the lowest of the compared OMol25 structures with the same formula, charge and spin comes out at 0.214 eV. Its LUMO energy is 0.317 eV. The orbital gap is 9.7917 eV.

Charges per atom according to Mulliken partitioning, unit e: C -0.001; C 0.929; C -1.599; O -0.662; H 0.339; H -0.266; H -0.256; H -0.080; H 0.303; H 0.428; H 0.465; H 0.224; C -1.140; C 0.850; C -1.613; O -0.547; H 0.331; H 0.154; H 0.373; H 0.187; H 0.365; H 0.406; H 0.366; H 0.487; C -0.983; C 0.726; C -1.551; O -0.567; H 0.297; H 0.087; H 0.398; H 0.222; H 0.349; H 0.348; H 0.380; H 0.338; C -1.210; C 0.959; C -1.489; O -0.520; H 0.327; H 0.211; H 0.452; H -0.107; H 0.360; H 0.402; H 0.325; H 0.262; C -1.117; C 0.523; C -1.431; O 0.013; H 0.181; H 0.454; H 0.125; H 0.363; H 0.236; H 0.418; H 0.351; H -0.025; C -1.262; C 1.317; C -1.585; O -0.641; H 0.449; H -0.080; H 0.525; H -0.209; H 0.361; H 0.412; H 0.364; H 0.284; C -0.723; C 1.272; C -1.403; O -0.605; H 0.089; H -0.167; H 0.436; H -0.292; H 0.379; H 0.415; H 0.147; H 0.356; C -0.781; C 0.187; C -0.967; O -0.584; H 0.358; H -0.007; H 0.244; H 0.354; H 0.267; H 0.333; H 0.250; H 0.355

3.
# C4H8O

One molecule with the formula C4H8O (wB97M-V/def2-TZVPD, the OMol25 dataset).

Positions of all 13 atoms, in Å:
C -1.4953 1.1776 0.9169
C 0.3618 -0.2754 -0.6423
C 1.1505 -1.5258 -0.8480
C 0.6709 0.7368 0.1611
O -0.2344 1.7001 0.5246
H -1.9279 0.5130 0.1669
H -1.4042 0.6098 1.8513
H -2.1684 2.0221 1.0543
H -0.6151 -0.2392 -1.1157
H 1.4202 -1.6950 -1.8950
H 0.5272 -2.3733 -0.5362
H 2.0551 -1.5426 -0.2344
H 1.6597 0.8920 0.5966

The value obtained for the molar mass is 72.11 Da. The value obtained for the HOMO energy is -0.3195 Ha. The energy above the lowest of the compared OMol25 structures with the same formula, charge and spin comes out at 1.355 eV. Its LUMO energy is 1.113 eV. The orbital gap is 9.8075 eV.

Charges per atom according to Mulliken partitioning, unit e: C -0.652; C 0.012; C -1.063; C -0.218; O -0.356; H 0.282; H 0.282; H 0.219; H 0.300; H 0.279; H 0.252; H 0.323; H 0.337

4.
# C19H22Br2NO2

A 2-piece molecular cluster, C19H22Br2NO2 overall (wB97M-V/def2-TZVPD, the OMol25 dataset).

Positions of all 46 atoms, in Å:
Br -6.0065 2.7965 -1.8840
C -4.3366 1.9162 -1.7952
C -4.2692 0.5094 -1.7560
C -3.0305 -0.1218 -1.6747
C -1.8144 0.6228 -1.6409
C -0.5453 -0.0360 -1.5790
C 0.6714 0.6170 -1.7488
C 1.9025 -0.0218 -1.6879
C 3.1655 0.6477 -1.7508
C 4.3826 -0.0949 -1.7867
C 5.6210 0.5385 -1.8293
C 5.6910 1.9461 -1.8393
Br 7.3612 2.8195 -1.8815
C 4.5077 2.7057 -1.8170
C 3.2679 2.0682 -1.7642
C -1.9196 2.0415 -1.6676
C -3.1552 2.6783 -1.7585
H -5.1892 -0.0682 -1.7831
H -2.9849 -1.2126 -1.6547
H -0.5323 -1.1196 -1.4487
H 0.6557 1.6830 -1.9774
H 1.9056 -1.1093 -1.6005
H 4.3376 -1.1848 -1.7771
H 6.5427 -0.0359 -1.8485
H 4.5508 3.7913 -1.8306
H 2.3598 2.6711 -1.7163
H -1.0178 2.6501 -1.6010
H -3.1978 3.7639 -1.7922
O -1.9554 -4.0252 2.6381
C -1.8796 -3.4792 1.3113
C -1.9218 -1.9806 1.5219
N -0.7931 -1.6163 2.3436
C -0.7762 -0.3002 2.9338
C 0.3016 -0.2743 4.0016
O -0.1173 -1.2663 4.9517
H -2.3067 -4.9280 2.5917
H -0.9240 -3.7480 0.8420
H -2.7399 -3.7981 0.7102
H -1.8761 -1.4535 0.5611
H -2.8791 -1.7347 2.0181
H -0.6515 -2.3211 3.0663
H -0.5684 0.4473 2.1567
H -1.7386 -0.0618 3.4239
H 1.2587 -0.5592 3.5462
H 0.3402 0.7179 4.4672
H 0.3036 -1.0808 5.8061

The value obtained for the molar mass is 456.20 Da. The value obtained for the HOMO energy is -0.3951 Ha. The net charge is +1. Its LUMO energy is -5.854 eV. The orbital gap is 4.8989 eV.

Charges per atom according to Mulliken partitioning, unit e: Br -0.098; C 0.062; C -0.659; C -0.179; C 0.823; C -0.183; C -0.434; C -0.403; C 0.917; C -0.457; C -0.549; C 0.094; Br -0.093; C -0.662; C -0.379; C -0.446; C -0.707; H 0.433; H 0.423; H 0.397; H 0.301; H 0.386; H 0.363; H 0.423; H 0.426; H 0.355; H 0.401; H 0.428; O -0.533; C -0.626; C 0.115; N -0.361; C -0.550; C -0.561; O -0.533; H 0.308; H 0.265; H 0.455; H -0.352; H 0.429; H 0.322; H 0.291; H 0.352; H 0.272; H 0.422; H 0.303

5.
# C4H12N2

A 2-piece molecular cluster, C4H12N2 overall at a distorted geometry (wB97M-V/def2-TZVPD, the OMol25 dataset).

Positions of all 18 atoms, in Å:
C 2.4977 1.3582 -0.3750
C 1.7748 1.2992 0.9317
C 0.5213 0.8775 1.1251
H 1.9348 0.9037 -1.1954
H 2.8320 2.3632 -0.6488
H 3.4260 0.8006 -0.2661
H 2.4586 1.3359 1.7690
H 0.1149 0.6285 2.0870
H -0.0599 1.1046 0.2342
N -1.4132 -2.0427 0.2309
C -2.2988 -1.0778 -0.3579
N -1.4087 -0.4289 -1.3040
H -1.9572 -2.7003 0.7764
H -0.6249 -1.6017 0.6796
H -3.0242 -1.5651 -0.9934
H -2.8066 -0.4151 0.3406
H -0.7657 0.3186 -1.0516
H -1.2007 -1.1583 -1.9821

The value obtained for the molar mass is 88.15 Da. The value obtained for the HOMO energy (alpha / beta) is -0.4938 / -0.4917 Ha. Its multiplicity is 2. The net charge is +1. The energy above the lowest of the compared OMol25 structures with the same formula, charge and spin comes out at 1.974 eV. Its LUMO energy (alpha / beta) is -3.022 / -8.335 eV. The orbital gap (alpha / beta) is 10.4149 / 5.0457 eV. Its expectation value of S² is 0.757.

Charges per atom according to Mulliken partitioning, unit e: C -0.970; C -0.001; C -0.756; H 0.267; H 0.291; H 0.298; H 0.334; H 0.321; H 0.238; N -0.397; C -0.284; N -0.115; H 0.275; H 0.255; H 0.382; H 0.331; H 0.199; H 0.332

6.
# C8H8N4O3

One molecule with the formula C8H8N4O3 at a distorted geometry (wB97M-V/def2-TZVPD, the OMol25 dataset).

Positions of all 23 atoms, in Å:
C -0.2681 -2.7228 -1.0609
C 0.5602 1.4332 -1.1771
C -0.6569 -1.4115 -0.6736
C -0.8201 1.4478 -0.9770
C -0.1325 -0.9604 0.6213
C -1.0027 -0.2729 1.4080
C 2.3735 -0.6874 0.4499
C 1.1885 -1.3973 1.1301
N -0.1204 -3.8038 -1.3897
N 1.6633 1.3133 -1.5310
N -1.2902 -0.7752 -1.5768
N -1.2947 2.5908 -0.4742
O -0.6616 3.4994 0.0567
O -2.6773 2.7156 -0.3963
O -1.7095 0.5679 -1.4887
H -0.5975 0.0793 2.4071
H -1.9400 -0.0121 1.1726
H -3.0783 3.6338 -0.2820
H 2.7694 0.1584 1.0587
H 1.9964 -0.3374 -0.4553
H 3.3466 -1.3734 0.2158
H 1.1210 -1.3045 2.1517
H 1.2311 -2.3807 0.8106

The value obtained for the molar mass is 208.18 Da. The value obtained for the HOMO energy is -0.3450 Ha. The energy above the lowest of the compared OMol25 structures with the same formula, charge and spin comes out at 9.773 eV. Its LUMO energy is -0.898 eV. The orbital gap is 8.4892 eV.

Charges per atom according to Mulliken partitioning, unit e: C -0.081; C 0.371; C 1.069; C 0.353; C 0.678; C -1.374; C -1.001; C -0.939; N -0.449; N -0.505; N -0.603; N 0.839; O -0.674; O -0.514; O -0.191; H 0.235; H 0.557; H 0.377; H 0.244; H 0.335; H 0.293; H 0.621; H 0.358

These records have total energy values of -838.03918 -1554.72951 -232.39583 -6090.16461 -268.72833 -754.07339 hartree, in the order they appear.